1.
DFT (ωB97M-V/def2-TZVPD) results for the ion C3HINOS2 with charge -1.

Structure (ORCA input):
```
! RIJCOSX wB97M-V def2-TZVPD def2/J DEFGRID3
* xyz -1 1
C 0.50 0.59 1.47
C 2.06 1.73 0.27
C -0.27 0.62 0.09
N 1.67 1.22 1.36
O 0.03 -0.01 2.41
S 3.44 2.66 0.04
S 1.07 1.45 -1.19
I -2.16 1.52 0.03
H -0.19 -0.43 -0.37
*
```

Computed properties:
SMILES string: [O-]C1=NC(=S)S[C@@H]1I
Kohn-Sham gap (eV): 6.84

natural (NBO) atomic charge list, values in e, 8 entries:
1. C 0.62
2. C -0.02
3. C -0.58
4. N -0.63
5. O -0.61
6. S -0.30
7. S 0.14
8. I 0.12



2.
DFT (ωB97M-V/def2-TZVPD) results for a structure of composition C3HINOS2.

Structure (ORCA input):
```
! RIJCOSX wB97M-V def2-TZVPD def2/J DEFGRID3
* xyz -1 1
C 0.31 1.47 0.63
C 0.89 -1.00 -0.93
C -0.35 0.38 0.51
N 1.83 -0.61 -1.66
O -0.04 -0.85 -0.10
S 0.80 2.92 1.02
S 1.52 -2.42 -1.78
I -3.54 -0.15 1.38
H -1.43 0.27 0.93
*
```

Computed properties:
Kohn-Sham gap (eV): 6.29

natural (NBO) atomic charge list, values in e, 8 entries:
1. C -0.13
2. C 0.48
3. C -0.12
4. N -0.47
5. O -0.41
6. S 0.09
7. S 0.07
8. I -0.79



Stability ranking, top entry: 1; the second entry is 0.1235 hartree less favorable.



1.
DFT (ωB97M-V/def2-TZVPD) results for a cluster of 2 separate species, C9H12N2O in total.

Structure (ORCA input):
```
! RIJCOSX wB97M-V def2-TZVPD def2/J DEFGRID3
* xyz 0 1
C 2.27 1.93 -0.40
C 2.19 0.59 -0.48
C 1.18 2.64 0.22
C 1.00 -0.08 -0.37
C 0.03 0.63 0.37
C -1.08 0.03 0.81
C 1.28 -2.31 0.90
C 0.93 -1.59 -0.47
C -3.30 0.92 -0.87
N 0.20 1.97 0.71
N -1.88 -0.62 1.41
O -3.83 -0.26 -0.38
H 3.30 2.42 -0.57
H 3.18 0.12 -0.75
H 1.29 3.77 0.43
H 1.56 -3.38 0.83
H 0.61 -1.94 1.73
H 2.34 -1.90 1.06
H 0.03 -2.01 -0.94
H 1.69 -1.94 -1.20
H -3.77 1.73 -0.42
H -2.85 1.10 -1.84
H -2.87 -0.82 1.05
H -3.48 -1.01 -0.83
*
```

Computed properties:
Kohn-Sham gap (spin up / spin down) (eV): 6.89 / 7.79

natural (NBO) atomic charge list, values in e, 8 entries:
1. C -0.29
2. C -0.19
3. C 0.07
4. C -0.03
5. C -0.06
6. C 0.43
7. C -0.62
8. C -0.43



2.
DFT (ωB97M-V/def2-TZVPD) results for the molecule C9H12N2O.

Structure (ORCA input):
```
! RIJCOSX wB97M-V def2-TZVPD def2/J DEFGRID3
* xyz 0 1
C -1.30 3.05 1.16
C -1.29 1.68 0.93
C 0.02 3.41 1.38
C 0.04 1.34 1.06
C 0.16 -0.46 -0.85
C 0.11 -1.98 -0.55
C 0.76 0.12 0.62
C -1.39 -2.34 -0.78
C 2.25 0.30 0.65
N 0.17 -2.08 0.95
N 0.49 -1.03 1.51
O 0.83 2.41 1.32
H -2.07 3.69 1.11
H -2.19 1.19 0.73
H 0.40 4.32 1.68
H 0.81 -0.18 -1.64
H -0.94 -0.08 -1.01
H 0.81 -2.58 -1.14
H -1.89 -1.88 0.07
H -1.29 -3.45 -0.81
H -1.60 -2.05 -1.76
H 2.65 0.67 1.59
H 2.46 1.17 -0.05
H 2.94 -0.62 0.44
*
```

Computed properties:
SMILES string: C[C@H]1C[C@@](C)(c2ccco2)N=N1
Kohn-Sham gap (eV): 9.24

natural (NBO) atomic charge list, values in e, 8 entries:
1. C -0.31
2. C -0.29
3. C 0.11
4. C 0.26
5. C -0.41
6. C -0.15
7. C -0.01
8. C -0.60



Stability ranking, top entry: 2; the second entry is 0.0740 hartree less favorable.



1.
DFT (ωB97M-V/def2-TZVPD) results for the ion C4H14N4 with charge +2.

Structure (ORCA input):
```
! RIJCOSX wB97M-V def2-TZVPD def2/J DEFGRID3
* xyz 2 1
C -0.99 -1.02 -0.50
C -0.47 1.43 -0.91
C 1.96 0.89 0.83
C 1.85 -1.37 -0.15
N -1.79 -0.66 0.59
N 0.19 0.19 -0.67
N -2.76 0.27 0.41
N 1.30 -0.04 -0.06
H -0.47 -2.00 -0.36
H -1.35 -1.06 -1.58
H 0.28 2.22 -0.88
H -0.82 1.38 -1.96
H -1.39 1.54 -0.19
H 2.88 1.34 0.71
H 1.34 1.69 1.18
H 2.14 0.33 1.82
H 2.92 -1.41 -0.08
H 1.51 -1.87 0.69
H 1.70 -2.09 -0.96
H -1.40 -0.69 1.52
H -3.18 0.23 -0.57
H -3.47 0.71 1.09
*
```

Computed properties:
SMILES string: C[N+](C)=[N+](C)CNN
Kohn-Sham gap (spin up / spin down) (eV): 9.06 / 6.79

natural (NBO) atomic charge list, values in e, 8 entries:
1. C -0.12
2. C -0.48
3. C -0.49
4. C -0.49
5. N -0.25
6. N -0.02
7. N -0.50
8. N 0.01



2.
DFT (ωB97M-V/def2-TZVPD) results for the ion C4H14N4 with charge +2.

Structure (ORCA input):
```
! RIJCOSX wB97M-V def2-TZVPD def2/J DEFGRID3
* xyz 2 1
C 1.29 -0.10 0.17
C 1.04 -1.32 0.85
C 0.12 1.63 1.67
C -2.00 -0.09 -0.70
N 1.23 -0.21 -1.21
N -0.25 0.66 0.73
N 0.59 -1.20 -1.86
N -1.33 0.90 0.09
H 1.77 0.82 0.39
H 2.02 -1.98 0.66
H 0.16 -1.84 0.42
H 0.89 -1.19 1.91
H -0.73 1.65 2.41
H 1.09 1.39 2.08
H 0.08 2.56 1.19
H -2.97 -0.33 -0.18
H -2.35 0.54 -1.58
H -1.36 -0.90 -0.96
H 1.43 0.63 -1.84
H 0.31 -1.05 -2.77
H 0.86 -2.21 -1.85
H -1.91 1.64 0.38
*
```

Computed properties:
SMILES string: C/[NH+]=[N+](/C)[C@@H](C)NN
Kohn-Sham gap (spin up / spin down) (eV): 6.67 / 6.67

natural (NBO) atomic charge list, values in e, 8 entries:
1. C 0.19
2. C -0.70
3. C -0.50
4. C -0.47
5. N -0.31
6. N 0.08
7. N -0.65
8. N -0.10



Stability ranking, top entry: 2; the second entry is 0.0065 hartree less favorable.



1.
DFT (ωB97M-V/def2-TZVPD) results for the molecule C3H5NS3.

Structure (ORCA input):
```
! RIJCOSX wB97M-V def2-TZVPD def2/J DEFGRID3
* xyz 0 1
C 1.06 0.07 0.01
C 0.41 -1.29 0.24
C -1.89 -0.01 0.56
H 0.47 -1.46 1.32
H 0.92 -2.10 -0.25
H -3.00 -0.03 0.60
H -1.54 0.00 1.59
H 1.07 2.05 0.11
N 0.41 1.27 -0.03
S 2.69 -0.02 -0.01
S -1.31 -1.49 -0.31
S -1.28 1.51 -0.17
*
```

Computed properties:
SMILES string: S=C1CSCSN1
Kohn-Sham gap (eV): 8.66

natural (NBO) atomic charge list, values in e, 8 entries:
1. C 0.09
2. C -0.61
3. C -0.73
4. H 0.24
5. H 0.27
6. H 0.27
7. H 0.23
8. H 0.44



2.
DFT (ωB97M-V/def2-TZVPD) results for the molecule C3H5NS3.

Structure (ORCA input):
```
! RIJCOSX wB97M-V def2-TZVPD def2/J DEFGRID3
* xyz 0 1
C 1.41 -1.14 -1.13
C -0.93 0.17 -0.94
C -0.93 0.98 0.29
H 1.42 -1.22 -0.04
H 0.91 -2.00 -1.57
H 2.43 -1.16 -1.53
H -1.24 2.03 0.17
H -0.25 0.62 3.69
N -0.57 0.45 1.41
S 0.63 0.41 -1.65
S -2.26 -0.63 -1.44
S -0.63 1.49 2.73
*
```

Computed properties:
Kohn-Sham gap (eV): 7.48

natural (NBO) atomic charge list, values in e, 8 entries:
1. C -0.72
2. C -0.33
3. C 0.00
4. H 0.23
5. H 0.23
6. H 0.24
7. H 0.19
8. H 0.12



Stability ranking, top entry: 1; the second entry is 0.0472 hartree less favorable.



1.
DFT (ωB97M-V/def2-TZVPD) results for the molecule C2H2N2O2S.

Structure (ORCA input):
```
! RIJCOSX wB97M-V def2-TZVPD def2/J DEFGRID3
* xyz 0 1
C 1.25 -0.23 -0.48
C -0.58 0.35 0.44
H 2.50 -1.38 -1.45
H -1.00 -1.53 0.55
N 0.75 0.83 0.11
N -0.87 -0.88 -0.29
O 2.38 -0.30 -1.30
O 0.58 -1.35 -0.67
S -1.77 0.98 1.14
*
```

Computed properties:
SMILES string: Oc1nc(=S)[nH]o1
Kohn-Sham gap (eV): 9.40

natural (NBO) atomic charge list, values in e, 8 entries:
1. C 0.81
2. C 0.05
3. H 0.50
4. H 0.39
5. N -0.52
6. N -0.28
7. O -0.64
8. O -0.40



2.
DFT (ωB97M-V/def2-TZVPD) results for a structure of composition C2H2N2O2S.

Structure (ORCA input):
```
! RIJCOSX wB97M-V def2-TZVPD def2/J DEFGRID3
* xyz 0 1
C 0.04 -0.94 -2.09
C 0.55 0.39 1.38
N -0.46 0.01 -2.58
N -0.22 -0.12 2.22
O 0.59 -1.93 -1.89
O -1.32 -0.35 2.65
S -0.13 2.03 1.28
H 1.51 0.05 1.20
H -0.57 0.86 -2.17
*
```

Computed properties:
Kohn-Sham gap (spin up / spin down) (eV): 6.93 / 8.02

natural (NBO) atomic charge list, values in e, 8 entries:
1. C 0.85
2. C -0.19
3. N -0.75
4. N 0.21
5. O -0.51
6. O -0.20
7. S -0.05
8. H 0.24



Stability ranking, top entry: 1; the second entry is 0.0628 hartree less favorable.